C41H48BCaFN8O7S as an isolated structure, computed with wB97M-V/def2-TZVPD.

Atoms and positions in Å:
1 H -1.7761 -4.9451 -0.3081
2 O -1.3557 -0.6512 0.1547
3 O 1.5769 1.1140 -0.0564
4 H 0.3599 3.2572 -0.2833
5 C -4.9882 -0.6626 2.0522
6 O 2.5162 2.8784 -1.4762
7 H -3.7396 -0.5578 0.3017
8 H -6.0086 -0.7488 3.9291
9 C -2.6068 -0.8823 6.2583
10 C -2.6713 -1.1516 3.4743
11 C -0.5758 1.6991 -5.7554
12 H -4.2169 -2.2557 5.9136
13 H 6.9966 3.0368 3.8752
14 O 1.7897 -1.7495 -2.7367
15 C -0.8064 -4.4558 -0.4493
16 C 2.3543 2.6581 -5.3707
17 C -0.6804 -3.8911 -1.8636
18 H 3.4530 -1.0671 -0.5493
19 H 2.0309 -0.7932 -5.1668
20 H 3.4467 2.6608 -5.3701
21 C -0.6884 -5.0086 -2.9070
22 N -1.4787 -1.3879 4.1584
23 C -1.5054 -1.6984 5.5944
24 B -2.7704 0.4977 -3.0504
25 C -3.9021 -1.0717 4.1530
26 C -3.9552 -1.2248 5.6500
27 C 4.0165 1.7894 0.3410
28 C 5.1579 1.0804 2.3246
29 N 3.1555 0.5583 -1.9347
30 H 8.1656 2.5261 2.6606
31 C -1.8100 1.4334 -5.2108
32 H 7.4049 1.3298 3.7157
33 H 3.4390 0.1485 -5.6634
34 C 1.8351 1.3331 -4.8175
35 H 0.1471 -5.6914 -2.7380
36 H 1.9684 0.1765 -6.6584
37 N -2.8799 1.4220 -1.8114
38 H 0.3597 4.4907 0.9808
39 C 7.2323 2.2488 3.1545
40 F -6.1485 -0.4255 1.3908
41 C 4.9694 2.7804 0.1508
42 C 6.1170 2.0728 2.1565
43 C 3.0280 -1.8879 -2.4584
44 C -3.8068 -0.7173 1.3704
45 H 0.2707 -3.3598 -1.9479
46 H -2.0988 4.0919 1.3420
47 H -4.9744 1.6625 -1.7796
48 C 6.0102 2.9201 1.0559
49 H 2.0163 2.8237 -6.3995
50 H -0.2986 -1.5535 7.3491
51 H -3.7171 -3.9725 -1.8784
52 H -4.7418 -0.5859 6.0566
53 C -3.7262 2.7206 -0.2464
54 H 0.5784 -1.7499 3.9822
55 C -0.2014 -1.3738 2.1034
56 H 2.2128 1.2182 -3.8009
57 H -3.8141 0.6192 -3.6568
58 Ca 0.5259 -0.3813 -1.5210
59 N -1.6308 0.9318 -3.9758
60 H 2.0139 3.4919 -4.7552
61 C 1.1761 -1.6272 1.4883
62 H 5.2279 0.4037 3.1697
63 H -0.5920 -4.5968 -3.9122
64 O 1.1795 -1.8278 0.2504
65 H -0.5863 4.7351 -0.5010
66 C -1.3567 -0.9838 1.3328
67 C -2.3259 2.6220 -0.1257
68 C -0.2612 3.9920 0.2313
69 C -1.7694 -2.8965 -2.1418
70 H 6.7521 3.6985 0.9062
71 H -4.6922 -1.5025 -2.5824
72 H -4.4022 3.2960 0.3660
73 C -1.0157 2.3758 2.0111
74 C 3.6564 -0.7747 -1.5875
75 H -0.7009 -3.6584 0.2870
76 H -0.4623 2.9288 2.7766
77 H 0.6099 -2.1316 5.9583
78 C -0.3266 -1.5219 3.4393
79 C -5.0505 -0.8262 3.4287
80 C -3.1664 -3.0751 -2.1084
81 O 3.7532 -2.8308 -2.7867
82 C -1.4632 3.3185 0.8919
83 C 4.1067 0.9318 1.4290
84 C 2.3463 0.1424 -5.6304
85 S 2.7239 1.5744 -0.8751
86 N -1.4801 -1.6464 -2.4755
87 H -0.3587 2.1050 -6.7294
88 H -0.3577 1.6033 1.6166
89 C -3.6760 -1.8414 -2.4571
90 N -2.6481 -1.0013 -2.6640
91 C 0.3384 1.3188 -4.7528
92 O 2.1353 -1.6461 2.2785
93 H -2.3860 0.1804 6.1187
94 C -2.6346 -0.9672 2.0873
95 C -4.0335 1.8998 -1.3095
96 H 3.3649 0.1548 1.5823
97 H -2.6009 -1.0875 7.3307
98 H -0.0195 -5.1901 -0.2615
99 H 4.7373 -0.8191 -1.7397
100 H -1.6196 -5.5837 -2.8585
101 N -1.8293 1.8416 -1.0794
102 H -1.8781 1.9015 2.4864
103 H 4.8745 3.4383 -0.7034
104 H 0.1763 -0.4233 6.0689
105 N -0.3087 0.8661 -3.6871
106 H -2.8052 1.5612 -5.6031
107 C -0.1676 -1.4388 6.2720
108 H -1.7583 -2.7622 5.7120

Frontier orbital gap: 6.338 eV
Total charge: -2
HOMO level: -2.74 eV
Spin multiplicity: 1
Energy above the lowest of the compared OMol25 structures with the same formula, charge and spin: 7.8 kcal/mol